# 1
{"formula": "C24H28BrN3O4", "method": "ωB97M-V with the def2-TZVPD basis set", "multiplicity": 1, "total_energy_ev": -108045.6405, "smiles": "CCOC(=O)c1c(CN2CCN(CCO)CC2)n(-c2ccccc2)c2cc(Br)c(O)cc12", "relative_energy_kj_mol": 0.00, "lumo_energy_ev": 0.5, "species": ["C", "C", "O", "C", "O", "C", "C", "C", "N", "C", "C", "N", "C", "C", "O", "C", "C", "N", "C", "C", "C", "C", "C", "C", "C", "C", "C", "Br", "C", "O", "C", "C", "H", "H", "H", "H", "H", "H", "H", "H", "H", "H", "H", "H", "H", "H", "H", "H", "H", "H", "H", "H", "H", "H", "H", "H", "H", "H", "H", "H"], "coordinates": [[-2.557, -3.928, 1.603], [-1.363, -3.757, 2.533], [-0.401, -2.860, 1.985], [-0.638, -1.546, 2.157], [-1.590, -1.128, 2.780], [0.386, -0.717, 1.533], [0.323, 0.662, 1.388], [-0.840, 1.570, 1.664], [-1.827, 1.708, 0.612], [-1.391, 2.246, -0.656], [-0.924, 1.179, -1.654], [-1.998, 0.226, -1.877], [-1.654, -0.732, -2.910], [-2.880, -1.516, -3.394], [-2.629, -2.211, -4.591], [-2.337, -0.416, -0.616], [-2.776, 0.637, 0.410], [1.480, 1.108, 0.813], [1.857, 2.445, 0.561], [1.935, 3.358, 1.607], [2.318, 4.662, 1.351], [2.638, 5.056, 0.062], [2.579, 4.140, -0.975], [2.189, 2.836, -0.731], [2.302, 0.031, 0.564], [3.579, -0.001, 0.022], [4.180, -1.235, -0.096], [5.924, -1.365, -0.834], [3.547, -2.421, 0.317], [4.231, -3.581, 0.152], [2.282, -2.373, 0.871], [1.647, -1.140, 1.002], [-3.235, -4.671, 2.012], [-3.086, -2.983, 1.504], [-2.225, -4.252, 0.619], [-0.830, -4.702, 2.667], [-1.693, -3.375, 3.504], [-0.473, 2.579, 1.879], [-1.363, 1.189, 2.544], [-0.601, 2.981, -0.490], [-2.254, 2.756, -1.099], [-0.683, 1.664, -2.604], [-0.015, 0.672, -1.285], [-0.869, -1.438, -2.582], [-1.259, -0.167, -3.762], [-3.164, -2.287, -2.676], [-3.719, -0.817, -3.511], [-2.385, -1.577, -5.275], [-3.168, -1.101, -0.783], [-1.481, -0.996, -0.230], [-2.977, 0.155, 1.366], [-3.700, 1.098, 0.042], [1.710, 3.038, 2.613], [2.376, 5.370, 2.164], [2.940, 6.073, -0.132], [2.834, 4.442, -1.980], [2.131, 2.121, -1.538], [4.091, 0.895, -0.290], [3.707, -4.325, 0.471], [1.793, -3.277, 1.198]]}



# 2
{"formula": "C29H61N4O4PS2", "method": "ωB97M-V with the def2-TZVPD basis set", "multiplicity": 1, "total_energy_ev": -76171.4004, "smiles": "CCCCCCCCN(CCCCCCCC)C(=S)SCCC[C@H]1COC(=O)O1.CN(C)P(=O)(N(C)C)N(C)C", "relative_energy_kj_mol": 0.00, "lumo_energy_ev": -0.2, "species": ["C", "C", "C", "C", "C", "C", "C", "C", "N", "C", "C", "C", "C", "C", "C", "C", "C", "C", "S", "S", "C", "C", "C", "C", "C", "O", "C", "O", "O", "H", "H", "H", "H", "H", "H", "H", "H", "H", "H", "H", "H", "H", "H", "H", "H", "H", "H", "H", "H", "H", "H", "H", "H", "H", "H", "H", "H", "H", "H", "H", "H", "H", "H", "H", "H", "H", "H", "H", "H", "H", "H", "H", "C", "N", "C", "P", "O", "N", "C", "C", "N", "C", "C", "H", "H", "H", "H", "H", "H", "H", "H", "H", "H", "H", "H", "H", "H", "H", "H", "H", "H"], "coordinates": [[11.639, 0.373, 0.948], [11.028, -1.024, 0.791], [9.509, -0.980, 0.540], [9.119, -1.437, -0.873], [7.752, -0.907, -1.350], [6.602, -1.938, -1.274], [5.789, -1.995, -2.574], [4.978, -0.705, -2.793], [3.608, -1.018, -3.248], [2.797, -1.496, -2.094], [1.547, -2.263, -2.472], [0.810, -2.764, -1.213], [-0.616, -2.208, -1.126], [-1.274, -2.404, 0.245], [-1.398, -1.133, 1.110], [-1.901, 0.114, 0.391], [-3.329, -0.023, -0.126], [2.984, 0.067, -3.897], [1.928, -0.179, -5.106], [3.319, 1.769, -3.501], [3.222, 1.955, -1.701], [3.245, 3.474, -1.401], [1.938, 4.022, -0.816], [0.853, 4.391, -1.812], [0.418, 3.309, -2.811], [-0.997, 3.531, -2.901], [-1.356, 3.790, -1.616], [-2.353, 3.431, -1.090], [-0.368, 4.506, -1.033], [11.391, 0.792, 1.925], [11.266, 1.057, 0.185], [12.727, 0.326, 0.897], [11.551, -1.539, -0.017], [11.244, -1.569, 1.710], [9.123, 0.013, 0.779], [9.058, -1.679, 1.250], [9.089, -2.528, -0.855], [9.908, -1.148, -1.570], [7.846, -0.489, -2.354], [7.487, -0.072, -0.697], [7.012, -2.930, -1.082], [5.920, -1.637, -0.476], [6.501, -2.114, -3.393], [5.133, -2.866, -2.579], [4.933, -0.161, -1.843], [5.478, -0.094, -3.537], [2.476, -0.618, -1.521], [3.438, -2.132, -1.486], [1.764, -3.081, -3.159], [0.846, -1.624, -3.010], [0.772, -3.855, -1.216], [1.356, -2.484, -0.305], [-0.598, -1.168, -1.451], [-1.208, -2.747, -1.872], [-0.665, -3.113, 0.815], [-2.252, -2.875, 0.141], [-2.133, -1.355, 1.890], [-0.448, -0.944, 1.617], [-1.248, 0.454, -0.416], [-1.903, 0.927, 1.124], [-3.725, 0.963, -0.369], [-4.003, -0.446, 0.620], [-3.385, -0.610, -1.046], [4.070, 1.492, -1.203], [2.314, 1.523, -1.282], [3.518, 3.999, -2.322], [4.048, 3.683, -0.696], [1.536, 3.363, -0.047], [2.204, 4.951, -0.305], [1.048, 5.306, -2.371], [0.883, 3.331, -3.791], [0.539, 2.287, -2.440], [-8.041, 2.401, 2.911], [-8.323, 1.217, 2.113], [-8.297, 1.534, 0.688], [-7.462, -0.224, 2.428], [-6.049, 0.046, 2.058], [-7.354, -0.548, 4.097], [-8.177, 0.089, 5.101], [-6.028, -0.860, 4.616], [-8.769, -1.328, 2.157], [-8.389, -2.479, 1.325], [-10.111, -0.876, 1.811], [-8.689, 3.213, 2.575], [-6.999, 2.735, 2.832], [-8.277, 2.237, 3.957], [-8.553, 0.652, 0.095], [-7.311, 1.882, 0.360], [-9.040, 2.303, 0.465], [-7.771, 1.058, 5.414], [-8.238, -0.545, 5.990], [-9.201, 0.231, 4.751], [-5.428, 0.038, 4.809], [-5.474, -1.484, 3.920], [-6.134, -1.416, 5.550], [-8.257, -2.212, 0.269], [-9.146, -3.260, 1.393], [-7.450, -2.905, 1.685], [-10.204, -0.496, 0.786], [-10.458, -0.109, 2.494], [-10.775, -1.737, 1.913]]}



# 3
{"formula": "C34H94AlF2N10O16S2", "method": "ωB97M-V with the def2-TZVPD basis set", "multiplicity": 1, "total_energy_ev": -118126.2122, "total_charge": 1, "relative_energy_kj_mol": 0.00, "lumo_energy_ev": -8.3, "species": ["Al", "N", "S", "O", "O", "F", "S", "O", "O", "F", "N", "O", "O", "O", "C", "C", "C", "O", "C", "N", "H", "H", "H", "H", "H", "H", "H", "H", "H", "H", "H", "C", "C", "C", "O", "C", "N", "H", "H", "H", "H", "H", "H", "H", "H", "H", "H", "H", "C", "C", "C", "O", "C", "N", "H", "H", "H", "H", "H", "H", "H", "H", "H", "H", "H", "C", "C", "C", "O", "C", "N", "H", "H", "H", "H", "H", "H", "H", "H", "H", "H", "H", "C", "C", "C", "O", "C", "N", "H", "H", "H", "H", "H", "H", "H", "H", "H", "H", "H", "C", "C", "C", "O", "C", "N", "H", "H", "H", "H", "H", "H", "H", "H", "H", "H", "H", "C", "C", "C", "O", "C", "N", "H", "H", "H", "H", "H", "H", "H", "H", "H", "H", "H", "C", "C", "C", "O", "C", "N", "H", "H", "H", "H", "H", "H", "H", "H", "H", "H", "H", "C", "C", "O", "H", "H", "H", "H", "H", "H"], "coordinates": [[-1.979, 0.661, 3.437], [-0.965, -0.223, 1.068], [-1.373, -1.540, 0.268], [-0.473, -2.621, 0.392], [-2.097, -1.399, -0.931], [-2.514, -1.967, 1.310], [0.302, 0.268, 0.114], [-0.011, 0.771, -1.163], [1.493, -0.454, 0.297], [0.537, 1.618, 0.934], [-5.057, -1.872, 3.982], [-5.176, -2.916, 4.615], [-3.912, -1.512, 3.520], [-6.057, -1.112, 3.803], [0.740, -6.051, -1.307], [1.874, -5.043, -0.988], [1.988, -3.988, -2.021], [0.794, -3.352, -2.281], [0.846, -2.445, -3.322], [1.700, -4.472, 0.396], [0.876, -6.336, -2.360], [-0.263, -5.650, -1.176], [0.857, -6.982, -0.749], [2.767, -5.682, -1.042], [2.370, -4.426, -2.963], [2.820, -3.301, -1.778], [0.900, -2.957, -4.300], [1.714, -1.778, -3.272], [-0.080, -1.876, -3.370], [1.094, -3.651, 0.259], [1.128, -5.155, 0.888], [4.826, -0.685, -1.939], [5.541, -1.581, -0.924], [6.961, -1.166, -0.695], [7.793, -1.722, -1.660], [9.116, -1.736, -1.291], [4.808, -1.460, 0.349], [4.682, 0.337, -1.567], [3.805, -1.019, -2.130], [5.346, -0.649, -2.904], [5.434, -2.617, -1.244], [7.342, -1.554, 0.262], [7.024, -0.065, -0.659], [9.704, -2.028, -2.151], [9.285, -2.490, -0.507], [9.422, -0.780, -0.855], [4.793, -0.499, 0.705], [3.837, -1.747, 0.279], [3.220, 4.140, 0.767], [3.413, 2.729, 1.257], [4.880, 2.417, 1.407], [4.954, 1.092, 1.872], [6.266, 0.768, 2.302], [2.760, 2.570, 2.587], [3.795, 4.278, -0.150], [3.599, 4.822, 1.531], [2.179, 4.336, 0.532], [3.003, 2.029, 0.530], [5.324, 3.067, 2.180], [5.428, 2.570, 0.469], [6.555, 1.406, 3.148], [6.982, 0.875, 1.487], [6.256, -0.249, 2.684], [3.197, 1.700, 2.936], [3.258, 3.227, 3.210], [0.568, 2.147, -7.532], [0.168, 1.704, -6.120], [-0.534, 2.822, -5.339], [0.346, 3.941, -5.247], [-0.133, 4.970, -4.456], [-0.667, 0.510, -6.227], [1.148, 1.368, -8.027], [1.275, 2.978, -7.467], [-0.322, 2.365, -8.125], [1.104, 1.598, -5.552], [-0.772, 2.446, -4.336], [-1.434, 3.128, -5.906], [-0.407, 4.646, -3.441], [-0.992, 5.495, -4.907], [0.644, 5.731, -4.392], [-1.607, 0.801, -6.506], [-0.841, 0.093, -5.310], [2.742, -1.093, 3.582], [1.262, -0.842, 3.501], [0.520, -2.131, 3.633], [-0.857, -1.895, 3.729], [-1.587, -3.112, 3.644], [0.762, 0.043, 4.576], [3.044, -1.670, 4.460], [3.340, -0.175, 3.638], [3.099, -1.557, 2.658], [1.008, -0.425, 2.534], [0.922, -2.847, 4.368], [0.737, -2.698, 2.707], [-2.514, -3.050, 4.198], [-0.962, -3.942, 3.990], [-1.827, -3.352, 2.606], [1.143, -0.397, 5.425], [1.284, 0.923, 4.524], [0.977, 4.817, 4.646], [0.201, 3.495, 4.678], [-0.874, 3.440, 5.722], [-1.233, 2.097, 5.892], [-0.632, 1.554, 7.054], [-0.272, 3.145, 3.308], [1.809, 4.850, 3.949], [1.427, 4.956, 5.638], [0.334, 5.685, 4.456], [0.976, 2.770, 4.957], [-1.784, 3.985, 5.437], [-0.562, 3.935, 6.644], [0.399, 1.876, 7.190], [-0.665, 0.469, 6.958], [-1.260, 1.780, 7.919], [-0.647, 4.071, 3.066], [0.526, 2.967, 2.682], [-5.777, 1.138, 0.023], [-4.425, 1.125, 0.759], [-3.621, 2.329, 0.391], [-2.347, 2.293, 0.960], [-1.606, 3.397, 0.514], [-4.636, 1.033, 2.230], [-6.331, 0.275, 0.404], [-5.638, 0.892, -1.032], [-6.325, 2.069, 0.146], [-3.875, 0.250, 0.394], [-4.181, 3.247, 0.655], [-3.507, 2.381, -0.701], [-0.699, 3.502, 1.089], [-2.182, 4.325, 0.631], [-1.350, 3.268, -0.543], [-5.435, 0.403, 2.346], [-5.030, 1.945, 2.506], [-4.506, -1.691, -5.798], [-3.662, -1.160, -4.628], [-3.959, 0.305, -4.379], [-3.614, 1.051, -5.542], [-4.354, 2.245, -5.632], [-4.093, -1.952, -3.466], [-5.561, -1.446, -5.623], [-4.312, -2.751, -5.900], [-4.279, -1.151, -6.721], [-2.631, -1.346, -4.933], [-3.354, 0.647, -3.518], [-5.011, 0.454, -4.095], [-5.429, 2.047, -5.749], [-4.089, 2.759, -6.560], [-4.158, 2.924, -4.792], [-5.062, -1.706, -3.281], [-3.567, -1.814, -2.602], [-4.567, -4.548, 1.392], [-6.011, -4.073, 1.591], [-6.911, -4.932, 0.832], [-4.234, -4.493, 0.361], [-4.532, -5.590, 1.724], [-3.924, -3.975, 2.069], [-6.097, -3.000, 1.396], [-6.274, -4.171, 2.656], [-6.858, -5.789, 1.267]]}



# 4
{"formula": "C19H27Cl4CoN5O2", "method": "ωB97M-V with the def2-TZVPD basis set", "multiplicity": 2, "total_energy_ev": -119402.6170, "lumo_energy_ev": [-0.5, -0.5], "species": ["Co", "Cl", "C", "C", "Cl", "C", "Cl", "C", "O", "C", "O", "C", "Cl", "N", "C", "C", "C", "N", "C", "C", "N", "C", "H", "H", "H", "H", "H", "H", "H", "H", "H", "H", "H", "H", "H", "H", "H", "H", "N", "N", "H", "H", "H", "H", "C", "C", "C", "C", "C", "C", "C", "H", "H", "H", "H", "H", "H", "H"], "coordinates": [[0.373, -0.091, 0.526], [-3.587, -3.930, 4.277], [-2.397, -3.396, 3.142], [-1.616, -4.318, 2.463], [-1.817, -6.013, 2.736], [-0.656, -3.866, 1.549], [0.337, -4.980, 0.666], [-0.470, -2.513, 1.315], [0.436, -2.026, 0.474], [-1.277, -1.566, 1.999], [-1.092, -0.290, 1.723], [-2.225, -2.026, 2.907], [-3.190, -0.845, 3.722], [-0.144, 2.134, -2.747], [0.686, 0.893, -2.680], [0.571, -0.019, -3.886], [0.970, -1.418, -3.366], [-0.081, -1.910, -2.481], [2.370, -1.337, -2.735], [2.697, -0.155, -1.806], [2.203, -0.319, -0.425], [2.140, 1.160, -2.351], [-1.136, 1.820, -2.752], [0.076, 2.732, -3.541], [-0.013, 2.656, -1.876], [0.250, 0.364, -1.831], [1.231, 0.310, -4.697], [-0.447, -0.065, -4.274], [1.069, -2.091, -4.221], [0.220, -2.148, -1.533], [-0.534, -2.723, -2.876], [3.079, -1.260, -3.566], [2.592, -2.279, -2.228], [3.788, -0.085, -1.775], [2.758, 0.273, 0.187], [2.336, -1.280, -0.109], [2.702, 1.466, -3.239], [2.244, 1.940, -1.592], [-2.401, 0.538, -2.017], [-1.833, 0.393, -0.706], [-3.416, 0.589, -1.981], [-2.156, -0.329, -2.490], [-2.259, -0.366, -0.183], [-1.989, 1.231, -0.158], [0.564, 1.913, 0.771], [0.202, 2.284, 2.171], [1.041, 1.945, 3.236], [0.683, 2.203, 4.548], [-0.533, 2.808, 4.839], [-1.375, 3.158, 3.795], [-1.006, 2.904, 2.482], [1.598, 2.238, 0.572], [-0.072, 2.519, 0.098], [1.985, 1.451, 3.028], [1.352, 1.919, 5.352], [-0.821, 2.997, 5.864], [-2.329, 3.627, 4.004], [-1.681, 3.182, 1.677]]}



# 5
{"formula": "C2H5N3O2", "method": "ωB97M-V with the def2-TZVPD basis set", "multiplicity": 1, "total_energy_ev": -10718.0708, "smiles": "O=CNNNC=O", "relative_energy_kj_mol": 360.80, "lumo_energy_ev": 0.9, "species": ["O", "C", "N", "N", "N", "C", "O", "H", "H", "H", "H", "H"], "coordinates": [[-0.196, -1.349, 1.153], [-0.922, -0.408, 1.198], [-0.407, 0.839, 0.939], [0.879, 0.825, 0.433], [1.086, -0.014, -0.735], [-0.002, -0.136, -1.506], [-0.864, 0.722, -1.496], [-1.944, -0.443, 1.401], [-0.989, 1.451, 0.376], [1.386, 0.205, 1.139], [1.760, -0.747, -0.606], [0.211, -0.946, -2.299]]}



# 6
{"formula": "C5H16N2O2", "method": "ωB97M-V with the def2-TZVPD basis set", "multiplicity": 1, "total_energy_ev": -12515.8759, "relative_energy_kj_mol": 437.34, "lumo_energy_ev": [0.6, 0.6], "species": ["C", "C", "N", "O", "O", "H", "H", "H", "H", "H", "H", "H", "C", "C", "C", "N", "H", "H", "H", "H", "H", "H", "H", "H", "H"], "coordinates": [[0.530, -0.831, -1.626], [-0.247, 1.528, -1.491], [-1.501, 1.274, -1.855], [1.734, -1.028, -2.369], [-0.585, -1.141, -2.521], [2.052, -0.182, -2.701], [-0.412, -1.932, -3.054], [0.523, -1.695, -0.944], [-2.222, 1.445, -1.164], [-1.601, 0.339, -2.322], [0.542, 1.443, -2.223], [-0.074, 2.380, -0.849], [0.095, 0.273, 1.995], [0.754, -1.000, 2.542], [-1.281, -0.035, 1.403], [0.916, 0.936, 0.977], [-0.036, 0.980, 2.823], [1.121, 0.285, 0.203], [1.801, 1.239, 1.376], [1.746, -0.781, 2.942], [-1.907, -0.552, 2.131], [0.871, -1.734, 1.742], [0.154, -1.444, 3.341], [-1.180, -0.659, 0.513], [-1.791, 0.891, 1.132]]}